Below is a cluster of 2 separate species, C2H2OS in total in a non-equilibrium geometry, with properties calculated with ωB97M-V/def2-TZVPD.

Each atom is followed by the atoms it is bonded to, with distances in Å.
Positions of all 6 atoms, in Å:
1 C 0.231 -1.133 -0.446  C2 1.451, O3 1.229, H5 1.081
2 C 1.147 -0.256 0.259  C1 1.451, S4 1.571
3 O -0.296 -2.043 0.190  C1 1.229
4 S 2.693 -0.116 0.017  C2 1.571
5 H 0.245 -1.031 -1.523  C1 1.081
6 H 0.849 0.283 1.778  no bonds

- relative energy (zero: lowest compared OMol25 entry of this formula, charge and spin) (kcal/mol) = 57.2
- multiplicity = 1
- calculated total energy (eV) = -14985.229
- total charge = 0